101
Properties=species:S:1:pos:R:3:forces:R:3:mulliken_charge:R:1 method="wB97M-V/def2-TZVPD" total_charge=0 homo_ev=-9.14 e_lumo_ev=0.29 energy_ha=-1721.29686 orbital_gap_ha=0.34648 smiles="CCCOCN(CCCCN(C)C(C)=O)C(=O)OCCN(CC)C(C)=O.CCCCCC.CCCCCC"
O 6.488597 -3.182777 0.870530 -0.3 0.0 -0.3 -0.58
O 2.268640 -1.617349 -4.088461 0.0 0.0 0.3 -0.60
O -1.915796 -6.463558 2.909254 0.4 0.2 -0.2 -0.55
O -0.302657 -0.109445 -1.267201 0.1 0.1 0.2 -0.29
O 3.441824 -1.954152 -2.208275 0.1 -0.3 0.1 0.39
N 6.241087 -1.944958 -1.042677 -0.6 0.2 0.1 0.23
N -0.127291 -6.342237 1.454788 0.4 0.3 0.2 0.06
N 1.152189 -1.718624 -2.052115 0.8 0.3 0.4 0.32
C 2.300795 -1.761344 -2.897242 -0.4 0.0 -0.4 -0.19
C -0.532599 1.182099 -0.708929 -0.3 0.1 0.0 -0.49
C -0.180394 -5.370213 0.339389 -0.2 -0.2 -0.2 -0.56
C -6.469284 2.216109 -4.182256 0.0 0.0 0.1 -1.22
C 0.180864 4.796556 5.490859 -0.1 0.0 0.0 -1.22
C 6.150714 -0.498319 -1.230937 0.1 0.1 0.0 -0.04
C 1.166143 -2.752548 -0.998287 -0.2 0.1 0.0 -0.30
C -1.142200 4.137187 5.113223 0.1 0.0 0.0 -0.28
C -2.278437 6.288634 4.259781 0.0 0.0 0.0 -0.86
C 5.832177 -2.372030 0.262775 0.4 -0.3 0.2 0.30
C -1.047982 1.843773 1.722915 -0.2 0.0 -0.1 -1.16
C 1.083885 -5.235886 -0.498803 0.0 0.3 -0.3 -0.44
C 4.573647 -1.800761 0.877152 0.0 0.1 0.1 -0.45
C -4.228398 2.417738 -5.391998 0.0 0.0 0.0 -0.70
C -3.172095 6.469631 5.485657 -0.1 0.0 0.0 -0.43
C 0.897787 -4.138052 -1.564600 0.0 -0.1 0.3 -0.66
C -1.870364 4.843397 3.971312 0.0 0.0 0.0 -0.43
C -1.522788 1.106526 0.459975 0.1 -0.1 0.1 -0.44
C 1.058782 -0.383463 -1.466108 -0.3 -0.2 -0.2 -1.05
C 5.705262 -2.790818 -2.128226 0.4 0.1 0.1 -1.10
C 7.061523 0.236122 -0.252910 0.1 -0.1 -0.2 -1.43
C -1.969050 0.626357 -4.189741 -0.1 0.0 0.0 -0.73
C -5.039534 2.746992 -4.139765 -0.1 0.0 0.0 -0.17
C -3.379653 0.148639 -4.521515 0.1 0.0 0.0 -0.44
C -4.508944 5.742121 5.377585 0.0 0.0 0.1 -1.17
C -4.040193 0.923769 -5.660393 0.0 0.0 0.0 -0.82
C -0.930541 -5.867560 2.557067 -0.5 -0.4 0.1 0.40
C 1.218422 -6.631551 1.964924 0.1 0.1 0.0 -0.96
C -0.494119 -4.604199 3.275944 -0.2 0.3 -0.3 -0.83
C 4.605536 -2.228418 -3.004114 0.0 0.0 -0.1 -0.51
H -1.890232 2.261530 2.274961 0.0 0.0 0.0 0.26
H 1.811769 -5.739807 2.211510 0.0 0.0 0.0 0.31
H 1.525646 0.352898 -2.131161 -0.1 -0.1 -0.1 0.71
H -2.797756 6.684072 3.381214 0.0 0.0 0.0 0.39
H -2.757017 4.261089 3.704094 0.0 0.0 0.0 0.30
H -0.479469 -4.373593 0.687833 0.1 0.0 0.1 0.36
H -4.719222 2.868578 -6.260444 0.0 0.0 0.0 0.41
H -5.064900 6.079685 4.500418 0.0 0.0 0.0 0.29
H 2.116284 -2.747232 -0.454584 0.0 0.0 0.0 -0.09
H -1.531039 0.021068 -3.397530 0.1 0.0 0.0 0.11
H 8.071630 -0.171183 -0.311651 0.0 0.0 0.0 0.36
H 1.304269 -6.180094 -0.999253 0.0 0.0 0.1 0.35
H 5.348587 -3.723493 -1.686700 0.2 0.0 0.0 0.37
H -4.002361 0.201254 -3.623610 0.0 0.0 0.0 0.19
H -3.250444 2.901107 -5.316806 0.0 0.0 0.0 0.30
H 0.035404 5.815752 5.851455 0.0 0.0 0.0 0.28
H -1.319679 0.557442 -5.065412 0.0 0.0 0.0 0.32
H -1.382935 6.904548 4.379855 0.0 0.0 0.0 0.36
H -0.975912 -5.702402 -0.334448 -0.1 0.1 0.1 0.13
H -3.435208 0.807939 -6.565143 0.0 0.0 0.0 0.37
H 6.485290 -0.271390 -2.245698 -0.1 -0.1 0.0 0.46
H 4.344573 -2.978329 -3.755434 0.0 0.0 0.0 0.48
H -0.380643 2.671247 1.472250 0.0 0.0 0.0 0.40
H -1.968733 1.665913 -3.853045 0.0 0.0 0.0 0.21
H 5.122352 -0.123456 -1.123984 0.0 0.0 -0.2 0.06
H 6.716320 0.136861 0.777108 0.0 0.1 0.0 0.28
H -7.005324 2.613932 -5.046476 0.0 0.0 0.0 0.29
H 4.845139 -1.102009 1.670564 0.0 0.0 0.0 0.38
H -1.788284 4.082709 5.993536 0.0 0.0 0.0 0.27
H 0.406381 1.632783 -0.370589 0.1 -0.1 0.0 0.45
H 0.390165 -2.463339 -0.285229 0.0 -0.1 -0.1 0.47
H 1.588187 -0.346695 -0.497858 0.0 0.0 0.0 0.39
H -0.519325 1.167473 2.397044 0.1 0.1 0.0 0.30
H 4.902254 -1.331947 -3.551275 0.0 0.0 0.1 0.32
H 0.683652 4.238478 6.281635 0.0 0.0 0.0 0.39
H -5.066372 3.833354 -4.020103 0.0 0.0 0.0 0.36
H 1.132268 -7.225300 2.876459 0.0 -0.1 -0.1 0.37
H -0.931086 1.828304 -1.498277 0.1 0.0 0.0 0.22
H -0.951377 3.102930 4.813413 0.0 0.0 0.0 0.30
H -5.007756 0.467494 -5.887724 0.0 0.0 0.0 0.33
H -2.502454 1.477050 0.154087 0.1 0.0 -0.1 0.35
H -7.020069 2.504596 -3.285971 0.0 0.0 0.0 0.38
H 3.931188 -1.302865 0.158065 0.0 0.0 0.0 -0.08
H -1.366975 -3.952370 3.344328 0.1 0.0 0.1 0.30
H -4.375872 4.662384 5.295320 0.0 0.0 0.0 0.27
H -4.532239 2.356878 -3.252725 0.0 0.0 0.0 0.08
H -0.124200 -4.173128 -1.949490 0.1 0.0 -0.2 0.24
H 6.533154 -3.025288 -2.804824 -0.1 -0.2 0.0 0.31
H 4.036210 -2.626123 1.346069 0.0 0.0 0.0 0.21
H 0.292055 -4.059687 2.752953 0.1 -0.1 0.1 0.25
H 0.853097 4.837918 4.630984 0.0 0.0 0.0 0.29
H 1.581966 -4.319280 -2.398128 -0.1 0.0 0.0 0.39
H -3.357866 7.537788 5.623185 0.0 0.0 0.0 0.37
H 7.108949 1.295392 -0.509670 -0.1 0.0 0.1 0.43
H -0.169292 -4.849385 4.285598 0.0 0.0 0.0 0.28
H 1.780423 -7.211741 1.235256 -0.1 0.0 0.0 0.33
H -1.657104 0.047033 0.687836 -0.1 0.0 0.0 0.32
H -6.493209 1.127333 -4.244803 0.0 0.0 0.0 0.28
H -5.126867 5.928889 6.256582 0.0 0.0 0.0 0.38
H -1.228220 4.833338 3.084575 0.0 0.0 0.0 0.27
H -3.339688 -0.907719 -4.798907 0.0 0.0 0.0 0.41
H 1.943126 -4.952650 0.115431 0.0 -0.2 0.0 0.26
H -2.646767 6.136084 6.384759 0.0 0.0 0.0 0.24